Entry 1:
{"formula": "C5H7N2S", "method": "ωB97M-V/def2-TZVPD", "spin_multiplicity": 3, "relative_energy_kcal_mol": 77.9, "lumo_ev": [-3.997, -8.794], "charge": 1, "orbital_gap_ev": [6.0, 6.1], "energy_ev": -19099.9182, "elements": ["S", "N", "N", "C", "C", "C", "C", "C", "H", "H", "H", "H", "H", "H", "H"], "positions_angstrom": [[0.248057, -1.532024, 2.401416], [0.186706, -0.146757, -0.046006], [-1.377982, 0.693252, 1.702384], [-1.182929, 1.651400, 0.675698], [-0.620929, 0.882640, -0.487390], [1.003108, -1.080091, -0.204133], [1.215604, -2.000494, 0.950962], [-0.604156, -0.253753, 1.678977], [0.967638, -3.111025, 0.851554], [-0.214301, 1.535812, -1.135888], [2.300902, -1.747468, 1.279789], [-2.121409, 2.023195, 0.353500], [1.528309, -1.274156, -1.165580], [-0.443248, 2.402717, 0.982198], [-1.415979, 0.247958, -0.981781]], "forces_ev_per_a": [[-0.9, 0.9, 0.0], [-3.4, 4.5, 5.4], [-0.6, -0.7, 1.3], [0.6, 0.2, -0.5], [-2.9, -3.5, -0.5], [3.5, -5.0, -2.2], [1.1, -0.6, 0.2], [2.9, -0.8, -2.2], [0.9, 1.2, 0.0], [1.7, 2.0, -2.6], [-1.3, -1.2, -0.2], [-0.8, 1.0, 0.1], [-0.1, 0.4, 1.0], [-0.4, 0.2, 0.3], [-0.3, 1.6, -0.2]]}

=====

Entry 2:
{"formula": "C5H7N3", "method": "ωB97M-V/def2-TZVPD", "relative_energy_kcal_mol": 126.2, "lumo_ev": [-0.548, 0.356], "orbital_gap_ev": [6.3, 8.3], "energy_ev": -9763.9168, "elements": ["N", "N", "N", "C", "C", "C", "C", "C", "H", "H", "H", "H", "H", "H", "H"], "positions_angstrom": [[-1.578489, -2.117422, -0.981879], [2.466131, -0.614539, -0.655075], [-1.181535, 1.725322, 0.584813], [-0.877831, -1.325899, -0.484614], [-0.582450, 1.092922, -0.423375], [0.050326, -0.790370, 1.170114], [0.050843, -0.183606, -0.199432], [1.317441, -0.257064, -1.037113], [-1.609660, 2.627583, 0.454810], [2.477572, -0.866962, 0.334483], [0.716015, -1.613265, 1.372925], [1.176726, 0.033459, -2.079191], [-0.786649, -0.642219, 1.833894], [-0.951918, 1.441667, 1.532042], [-0.686523, 1.490393, -1.422402]], "forces_ev_per_a": [[0.5, 0.5, 0.7], [-0.2, 0.1, 0.0], [-0.5, 0.3, 1.0], [-0.5, -0.6, -1.4], [0.3, 0.3, -0.7], [0.4, 0.3, 0.3], [0.0, -0.7, 0.2], [0.1, -0.3, 0.2], [0.1, -0.1, 0.0], [-0.1, 0.0, 0.0], [0.0, 0.0, 0.0], [0.0, 0.0, 0.0], [0.0, 0.1, 0.0], [-0.1, 0.2, -0.2], [0.0, -0.1, 0.0]]}

=====

Entry 3:
{"formula": "C5H7N3", "method": "ωB97M-V/def2-TZVPD", "relative_energy_kcal_mol": 195.9, "lumo_ev": -0.093, "orbital_gap_ev": 8.3, "energy_ev": -9760.8917, "elements": ["N", "N", "N", "C", "C", "C", "C", "C", "H", "H", "H", "H", "H", "H", "H"], "positions_angstrom": [[0.840728, 2.114830, -0.032831], [-2.623008, 0.204468, -0.124876], [-0.165194, 1.087438, -0.098421], [-1.919845, -1.040088, 0.069230], [0.403924, -0.089209, -0.198946], [1.822086, -0.417337, -0.141616], [2.878025, -1.074950, 0.108956], [-0.593237, -1.291610, 0.020933], [-1.896610, 1.082607, -0.015823], [-0.108342, -2.252681, -0.151774], [-2.623566, -1.846914, 0.022233], [1.729857, 1.502414, 0.235933], [-3.351085, 0.226824, 1.195444], [3.824559, -1.816370, 0.520248], [0.511786, 2.736127, 0.835291]], "forces_ev_per_a": [[0.1, -0.5, 2.8], [-0.1, 1.2, 5.4], [3.8, -0.4, -0.3], [0.0, 0.9, -1.0], [-3.6, -1.0, 1.3], [4.0, -3.2, 1.3], [-1.5, 0.3, 0.5], [1.5, 2.2, -1.6], [-2.1, -3.0, -0.2], [-0.6, 0.0, 0.4], [-0.1, -0.6, 0.4], [-1.7, 2.6, -0.3], [2.3, 0.1, -4.6], [-3.3, 2.9, -1.7], [1.3, -1.7, -2.4]]}

=====

Entry 4:
{"formula": "C5H7N3", "method": "ωB97M-V/def2-TZVPD", "smiles": "C/C=N\\N=C(/C)C#N", "relative_energy_kcal_mol": 64.5, "lumo_ev": -0.213, "orbital_gap_ev": 9.6, "energy_ev": -9766.5886, "elements": ["N", "N", "N", "C", "C", "C", "C", "C", "H", "H", "H", "H", "H", "H", "H"], "positions_angstrom": [[-0.916563, 0.269789, -0.181224], [3.012749, -1.477912, 1.506485], [0.332331, -0.220990, -0.024023], [-1.118168, 0.709835, -1.365576], [0.581505, -0.508415, 1.183237], [-0.282441, -0.440360, 2.386860], [1.959038, -0.983675, 1.359068], [-0.189441, 0.725969, -2.560426], [-0.788389, 0.591417, -3.518964], [-0.229121, 0.531767, 2.858201], [0.326828, 1.682978, -2.776364], [-2.107072, 1.087185, -1.553351], [0.636027, -0.061801, -2.542406], [0.108199, -1.139869, 3.124468], [-1.325482, -0.765917, 2.104017]], "forces_ev_per_a": [[-1.4, 0.6, -1.0], [-2.5, 1.4, -0.3], [0.9, -0.2, 0.0], [0.5, 0.0, -0.5], [1.6, -0.3, 0.3], [-1.0, -1.1, 0.0], [2.1, -1.5, 0.4], [0.7, -0.9, -1.4], [0.5, -0.1, 1.3], [-0.4, 0.4, -0.1], [-0.3, -0.2, 0.7], [-0.4, 0.2, 0.1], [-1.3, 1.0, 0.2], [0.0, -0.1, 0.0], [1.1, 0.8, 0.4]]}

=====

Entry 5:
{"formula": "C5H7N3", "method": "ωB97M-V/def2-TZVPD", "smiles": "c1n[nH]cc1[C@H]1CN1", "relative_energy_kcal_mol": 130.9, "lumo_ev": 1.014, "orbital_gap_ev": 9.8, "energy_ev": -9763.7113, "elements": ["N", "N", "N", "C", "C", "C", "C", "C", "H", "H", "H", "H", "H", "H", "H"], "positions_angstrom": [[1.585214, 0.844981, -1.329948], [0.545187, 1.294502, -1.784312], [-1.798277, -0.862508, 1.305321], [1.521505, -0.252051, -0.463847], [-0.369444, -0.952262, 1.105700], [-0.972554, -0.113012, 2.125380], [-0.436462, 0.506971, -1.211849], [0.021287, -0.425059, -0.275192], [-0.956979, -0.193837, 3.401049], [-0.885434, 0.969332, 1.790184], [-0.101336, -2.092692, 1.273396], [2.407977, 0.941785, -2.022947], [2.533182, -0.280457, -0.012198], [-2.303458, -1.521087, 1.877629], [-1.604804, 0.650614, -1.325695]], "forces_ev_per_a": [[7.2, -3.6, 0.1], [-7.5, 0.0, -1.7], [-3.1, 0.4, -0.3], [-1.9, 2.4, -0.6], [-0.4, -5.2, -2.1], [1.4, 4.1, 3.9], [-3.4, 1.3, 0.5], [6.3, 1.0, 1.2], [0.3, -0.3, -4.0], [-0.3, -1.1, 0.9], [0.4, 2.8, 0.0], [-1.2, 0.2, 2.1], [-1.1, -1.3, 0.4], [0.4, -0.8, -0.4], [2.9, 0.2, -0.1]]}

=====

Entry 6:
{"formula": "C5H7N3", "method": "ωB97M-V/def2-TZVPD", "smiles": "[H]/N=C1/C(=C)C=NN1C", "relative_energy_kcal_mol": 105.9, "lumo_ev": 0.003, "orbital_gap_ev": 8.2, "energy_ev": -9764.7956, "elements": ["N", "N", "N", "C", "C", "C", "C", "C", "H", "H", "H", "H", "H", "H", "H"], "positions_angstrom": [[-0.407471, 0.797584, -1.297464], [0.389883, -1.568827, 1.087193], [-0.252313, -0.432168, -0.903036], [0.109065, -0.564711, 0.428907], [-1.098675, -1.418866, -1.657661], [-0.222941, 1.645769, -0.227206], [1.237576, 1.233272, 1.949933], [0.569543, 0.830402, 0.882387], [-1.616267, -0.846034, -2.367479], [1.793461, 0.476697, 2.564636], [-0.331536, 2.769905, -0.440255], [0.063896, -2.616738, 0.758236], [-0.662520, -2.288446, -2.273203], [-1.865080, -1.698313, -0.846036], [0.939948, 2.271603, 2.139078]], "forces_ev_per_a": [[-0.7, 5.4, 3.3], [-1.1, -5.4, 1.4], [-0.3, -3.4, -1.1], [2.8, 1.6, -1.2], [-0.1, -0.9, 2.1], [1.5, -1.2, -2.4], [-0.7, -0.5, -0.1], [-3.7, 0.0, -2.6], [-0.7, 0.9, -0.9], [-0.7, 1.2, -0.4], [0.4, -2.0, 0.6], [1.0, 3.7, 0.4], [0.0, 1.2, 1.7], [1.0, -0.5, -1.6], [1.4, -0.2, 0.7]]}

=====

Entry 7:
{"formula": "C5H7N3", "method": "ωB97M-V/def2-TZVPD", "smiles": "C=NC=C=NC.C#N", "relative_energy_kcal_mol": 105.7, "lumo_ev": 0.575, "orbital_gap_ev": 9.0, "energy_ev": -9764.8029, "elements": ["N", "N", "N", "C", "C", "C", "C", "C", "H", "H", "H", "H", "H", "H", "H"], "positions_angstrom": [[1.096457, 1.409549, -0.591629], [-1.231437, -0.542632, 0.775773], [1.445383, -2.525169, 0.765843], [-0.274492, 1.400929, -0.594609], [1.661239, 2.495379, -1.089291], [-1.677208, -1.821825, 0.355023], [-0.864641, 0.348409, 0.011247], [1.297250, -1.554235, 1.366629], [0.858948, -0.710685, 1.909331], [-0.960191, -2.169818, -0.508589], [-2.620680, -1.866738, -0.008604], [2.718688, 2.489209, -1.023612], [-0.963731, 2.183762, -0.964421], [-1.519838, -2.499697, 1.206667], [1.034254, 3.363560, -1.609752]], "forces_ev_per_a": [[1.6, 3.2, -1.4], [-0.2, 2.8, -1.0], [0.4, 0.6, 0.4], [-2.4, -1.3, 0.8], [-2.9, -1.3, 0.1], [4.9, -2.2, -0.7], [0.4, 0.0, 0.8], [-0.8, -0.2, 0.1], [0.9, -0.6, -0.4], [-1.4, 0.3, 1.5], [-3.1, 0.2, -0.8], [0.9, 0.5, -0.2], [0.8, -0.2, 0.0], [-0.3, 0.0, -0.5], [1.4, -1.8, 1.2]]}

=====

Entry 8:
{"formula": "C5H7N3O", "method": "ωB97M-V/def2-TZVPD", "smiles": "c1c[nH]cn1.COC#N", "relative_energy_kcal_mol": 101.1, "lumo_ev": 0.624, "orbital_gap_ev": 9.3, "energy_ev": -11812.0068, "elements": ["O", "N", "N", "N", "C", "C", "C", "C", "C", "H", "H", "H", "H", "H", "H", "H"], "positions_angstrom": [[2.052260, 0.918068, -0.691459], [-0.618209, -1.158755, 1.322642], [-1.316736, 0.413097, -0.179559], [1.947438, -1.119541, 0.415157], [1.843323, -0.121769, -0.083355], [-1.565053, -0.887793, -0.556228], [-0.995168, -1.822940, 0.290904], [0.914780, 1.792088, -1.038633], [-0.887216, 0.237898, 1.103402], [-0.816614, -2.813809, 0.247340], [-0.228515, -1.571473, 2.440392], [1.263112, 2.588215, -0.415257], [-1.904346, -0.885979, -1.587241], [0.850977, 2.007558, -2.156347], [-0.108067, 1.440167, -0.854654], [-0.431964, 0.984966, 1.742894]], "forces_ev_per_a": [[-0.5, 2.8, -2.6], [1.5, 3.7, 7.9], [-1.0, -2.2, 4.5], [0.2, -4.4, 2.4], [0.3, 0.4, -0.6], [0.9, 0.8, -2.5], [-2.2, 1.4, -2.3], [0.3, 0.8, -1.6], [1.1, -1.8, -1.3], [0.1, -3.1, -0.5], [-1.5, 1.6, -5.2], [-0.9, 1.4, -0.3], [-0.1, -1.2, 0.2], [1.1, -0.1, 1.4], [1.0, -0.1, 0.6], [-0.3, -0.1, 0.0]]}

=====

Entry 9:
{"formula": "C5H7N3O2", "method": "ωB97M-V/def2-TZVPD", "relative_energy_kcal_mol": 136.8, "lumo_ev": [0.237, 0.235], "orbital_gap_ev": [7.0, 7.0], "energy_ev": -13858.2570, "elements": ["O", "O", "N", "N", "N", "C", "C", "C", "C", "C", "H", "H", "H", "H", "H", "H", "H"], "positions_angstrom": [[-0.376108, -2.310745, -0.876938], [-3.981238, -0.925113, 0.091120], [-0.409513, 1.139263, -0.320288], [-0.296483, -0.105504, -0.354257], [-2.701755, 1.038381, -0.187825], [-1.564788, 1.685966, -0.189495], [0.825306, 1.863677, -0.523823], [0.002789, -2.610906, 0.494240], [-3.374085, 0.058771, -0.031179], [-0.495942, -1.038316, -1.234488], [0.770617, -3.325498, 0.271451], [1.500947, 1.358158, -1.244810], [0.367488, -1.628525, 0.834870], [-1.588824, 2.680928, 0.000389], [1.311622, 1.772815, 0.496847], [-0.921595, -2.884589, 0.928562], [0.655178, 2.919366, -0.850975]], "forces_ev_per_a": [[-0.1, 1.1, -0.2], [-0.5, 0.3, -0.1], [0.0, 0.9, -2.1], [1.2, -4.8, 2.0], [-2.5, -1.0, 0.3], [0.4, 0.4, -0.5], [1.5, 1.1, 1.4], [0.5, 1.7, -1.8], [1.4, -0.6, 0.0], [-0.8, 0.6, -2.0], [0.2, -0.7, 1.2], [-0.9, 0.1, 0.3], [0.2, -0.9, 0.8], [0.0, 2.9, 0.4], [-0.1, 0.6, -1.3], [-0.4, -0.8, 1.1], [0.0, -0.9, 0.6]]}

=====

Entry 10:
{"formula": "C5H7N3O2", "method": "ωB97M-V/def2-TZVPD", "relative_energy_kcal_mol": 73.7, "lumo_ev": 0.553, "orbital_gap_ev": 9.1, "energy_ev": -13860.9915, "elements": ["O", "O", "N", "N", "N", "C", "C", "C", "C", "C", "H", "H", "H", "H", "H", "H", "H"], "positions_angstrom": [[-0.709635, 0.489786, -2.924796], [0.600545, -2.108453, 1.580236], [1.099909, 0.071847, 2.271220], [-0.222897, -0.171477, 0.565191], [0.670778, -1.157252, -2.383073], [-0.361483, -0.780935, -1.817974], [0.510003, -0.880773, 1.488993], [-0.034223, 1.197420, 0.753244], [-0.999116, -0.795802, -0.464587], [0.754615, 1.346502, 1.839291], [1.068133, 2.240595, 2.365764], [-1.069183, 1.191565, -2.362097], [1.741157, -0.157120, 3.019481], [-0.499893, 1.933987, 0.107657], [-1.165973, -1.847287, -0.188157], [0.598971, -0.264425, -3.314205], [-1.981706, -0.308177, -0.536188]], "forces_ev_per_a": [[-2.0, -0.7, 3.0], [-0.2, 1.3, -0.1], [0.2, 0.3, 0.4], [0.2, 0.3, -0.4], [-0.1, 0.8, -1.5], [2.0, 2.8, -3.3], [0.2, -2.0, 0.1], [0.0, 0.3, 0.4], [-1.0, -0.5, -0.3], [-0.1, 0.3, -0.4], [0.0, -0.3, -0.3], [0.0, 0.6, -0.6], [-0.3, 0.0, -0.3], [0.1, -0.2, 0.3], [0.2, 0.3, 0.0], [0.7, -3.2, 2.8], [0.2, -0.2, 0.1]]}

=====

Entry 11:
{"formula": "C5H7N3O2", "method": "ωB97M-V/def2-TZVPD", "smiles": "O=[N+]([O-])C1=NCC=N1.C=C", "relative_energy_kcal_mol": 139.7, "lumo_ev": -0.915, "orbital_gap_ev": 9.2, "energy_ev": -13858.1288, "elements": ["O", "O", "N", "N", "N", "C", "C", "C", "C", "C", "H", "H", "H", "H", "H", "H", "H"], "positions_angstrom": [[-3.018959, -1.239094, -0.409769], [-1.242182, -1.785540, 0.705411], [-1.029649, 0.995328, 0.993435], [-1.972834, -0.987277, 0.110760], [-1.593187, 1.005819, -1.205959], [-0.917934, 2.046571, -1.025104], [1.705516, -2.274458, 0.199158], [-1.450529, 0.341148, -0.010509], [2.606025, -1.354912, 0.110174], [-0.508730, 2.186916, 0.399104], [-1.090618, 3.150607, 0.775300], [-0.839534, 2.875628, -1.694926], [2.452748, -0.316532, 0.012770], [0.609205, 2.320458, 0.511838], [3.636941, -1.630478, 0.120014], [0.594888, -2.026531, 0.088884], [2.058829, -3.307656, 0.319413]], "forces_ev_per_a": [[-0.8, 0.0, -0.3], [-1.2, 0.8, -0.3], [1.1, -1.1, 0.4], [1.1, -1.9, 0.8], [-0.1, -1.6, -2.0], [0.3, 2.1, 0.8], [-2.8, -1.2, -0.4], [-0.8, 1.3, 1.3], [1.7, 0.6, -0.1], [-0.4, 2.3, 0.2], [1.4, -1.8, -0.4], [0.1, 0.1, -0.8], [-0.6, 1.1, -0.2], [-1.3, -0.1, 0.3], [0.7, -0.1, 0.2], [2.0, -0.8, 0.4], [-0.6, 0.3, -0.1]]}

=====

Entry 12:
{"formula": "C5H7N3O2", "method": "ωB97M-V/def2-TZVPD", "spin_multiplicity": 3, "relative_energy_kcal_mol": 137.5, "lumo_ev": [-0.184, -3.752], "orbital_gap_ev": [7.8, 6.3], "energy_ev": -13854.5981, "elements": ["O", "O", "N", "N", "N", "C", "C", "C", "C", "C", "H", "H", "H", "H", "H", "H", "H"], "positions_angstrom": [[-2.579639, -1.600668, 0.976274], [-2.948413, -1.170892, -1.100177], [-0.856638, 0.594479, -1.184069], [-2.411183, -0.936093, -0.044772], [-1.426492, 1.074332, 0.939863], [2.243075, -2.115418, 0.764906], [-0.271739, 1.816563, -0.896486], [2.083289, -0.968033, 0.035296], [-0.623650, 2.032010, 0.548868], [-1.453062, 0.196029, -0.126132], [1.700261, -2.277811, 1.661390], [2.657823, -2.978641, 0.323224], [2.753198, -0.774603, -0.842395], [0.914833, 1.715679, -1.049043], [-0.748646, 2.659518, -1.547193], [1.543039, -0.134551, 0.430219], [-0.576053, 2.868093, 1.110229]], "forces_ev_per_a": [[-1.3, -2.1, 1.4], [-3.6, -2.9, -5.0], [-1.0, -2.7, -1.5], [6.4, 6.7, 3.0], [1.3, 0.9, 1.1], [-1.4, 2.5, -2.0], [2.4, 2.0, -0.1], [2.1, -1.8, 0.8], [-2.3, -3.3, -1.6], [-1.3, -0.5, -0.1], [-0.4, 0.0, 0.8], [1.0, -0.7, -0.3], [-1.1, -0.4, 0.6], [-2.5, 0.6, 0.0], [1.2, -1.3, 1.0], [-0.3, 0.4, 0.2], [0.8, 2.7, 1.8]]}

=====

| no. | largest force on an atom (eV/Å) |
| --- | --- |
| 1 | 7.8 |
| 2 | 1.6 |
| 3 | 5.6 |
| 4 | 2.9 |
| 5 | 8.1 |
| 6 | 6.4 |
| 7 | 5.4 |
| 8 | 8.8 |
| 9 | 5.4 |
| 10 | 4.7 |
| 11 | 3.0 |
| 12 | 9.8 |